(1)
Here is a structure of composition C13H10F5NTm in a non-equilibrium geometry from the Open Molecules 2025 dataset. Energies are from ωB97M-V/def2-TZVPD.

The geometry in XYZ format:
```
30
Properties=species:S:1:pos:R:3:forces:R:3
C -0.303 1.191 -3.015 0.46 0.95 -0.01
C 1.106 1.383 -2.825 -0.55 0.55 -0.10
C 1.287 2.272 -1.718 -0.57 -0.03 -0.46
C -0.006 2.636 -1.231 0.06 -0.12 -0.62
C -0.989 1.960 -2.020 0.65 0.43 -0.47
Tm 0.192 -0.007 -0.844 -0.28 1.39 0.84
N -1.353 -1.312 -1.160 0.48 -0.10 0.19
C -0.233 -2.287 -1.545 -1.85 -3.01 -0.64
C 1.198 -1.811 -1.703 0.79 0.29 -0.13
H 2.240 2.674 -1.368 -0.34 -0.27 -0.03
H 1.899 0.972 -3.454 -0.34 0.06 0.37
H -0.210 3.386 -0.464 0.07 -0.50 -0.11
H -2.072 2.085 -1.945 0.47 -0.20 0.10
H -0.770 0.628 -3.826 0.21 0.06 0.52
H 1.497 -1.771 -2.754 0.08 -0.12 0.16
H -0.241 -3.146 -0.840 -0.01 0.42 -0.08
H -2.250 -1.772 -1.043 0.50 -0.09 -0.26
H 1.892 -2.399 -1.099 -0.07 0.01 -0.17
H -0.547 -2.739 -2.507 0.07 0.14 0.20
F 1.201 -2.065 1.563 -0.25 0.45 0.57
C 0.529 -1.090 2.263 -0.43 0.56 0.55
C 0.016 -0.001 1.586 0.14 -0.01 0.03
C -0.720 0.924 2.295 0.36 -0.78 0.59
F -1.341 1.951 1.632 0.29 -0.27 0.56
C -0.879 0.818 3.683 -0.04 0.17 -0.65
F -1.564 1.758 4.366 0.02 -0.14 0.19
C -0.329 -0.273 4.359 0.04 0.10 -0.42
F -0.471 -0.385 5.695 -0.02 0.01 -0.19
C 0.364 -1.248 3.644 0.17 -0.11 -0.72
F 0.859 -2.333 4.273 -0.08 0.17 0.19
```
Positions in Å, forces in eV/Å.

Summary:
2S+1	3
electronic energy	-2140.6501	Ha
gap between HOMO and LUMO (spin up / spin down)	7.03 / 7.05	eV
net charge	-1
HOMO (spin up / spin down)	-3.961 / -3.990	eV

---

(2)
Here is the molecule C3H5O2 in a non-equilibrium geometry from the Open Molecules 2025 dataset. Energies are from ωB97M-V/def2-TZVPD.

The geometry in XYZ format:
```
10
Properties=species:S:1:pos:R:3:forces:R:3
O -0.930 0.805 1.774 -0.62 0.44 -1.43
C 0.076 0.168 1.463 -0.72 0.07 3.49
O 0.816 -0.472 2.231 0.73 -0.38 -1.54
C 0.502 0.269 -0.024 0.91 1.33 -1.83
C -0.433 -0.379 -1.039 -2.02 -0.35 -0.93
H 0.680 1.350 -0.247 -0.90 -0.55 0.43
H 1.529 -0.050 -0.044 0.18 -1.02 -0.15
H -0.595 -1.468 -0.902 0.39 0.58 0.21
H -1.492 0.046 -1.097 1.44 -0.22 0.76
H -0.151 -0.269 -2.115 0.63 0.10 0.98
```
Positions in Å, forces in eV/Å.

Summary:
2S+1	2
electronic energy	-267.6990	Ha
gap between HOMO and LUMO (spin up / spin down)	12.45 / 6.19	eV
net charge	0
HOMO (spin up / spin down)	-11.635 / -10.000	eV

---

(3)
Here is the molecule CFNOS2 in a non-equilibrium geometry from the Open Molecules 2025 dataset. Energies are from ωB97M-V/def2-TZVPD.

The geometry in XYZ format:
```
6
Properties=species:S:1:pos:R:3:forces:R:3
C 0.343 -1.130 0.493 -0.67 -0.67 0.65
N 0.770 -0.652 -0.511 1.43 2.15 -3.03
O -0.210 -1.579 1.375 -0.61 -1.20 2.22
F 0.953 1.861 -0.508 -0.71 -0.62 -0.07
S -1.677 0.744 0.156 0.09 0.76 -0.46
S -0.179 0.756 -1.004 0.47 -0.41 0.69
```
Positions in Å, forces in eV/Å.

Summary:
2S+1	1
electronic energy	-1064.3071	Ha
gap between HOMO and LUMO	9.64	eV
net charge	0
HOMO	-10.117	eV

---

(4)
Here is a structure of composition C25H49NO2SSi2Sm in a non-equilibrium geometry from the Open Molecules 2025 dataset. Energies are from ωB97M-V/def2-TZVPD.

The geometry in XYZ format:
```
81
Properties=species:S:1:pos:R:3:forces:R:3
O -0.575 -1.486 -1.839 -0.16 -0.89 -0.18
O -2.397 -0.431 -5.064 -0.41 -0.09 -0.48
C 0.316 -2.502 -2.477 -0.59 0.71 0.34
C 0.748 -3.564 -1.504 0.04 -0.36 0.07
H 1.162 -1.930 -2.863 -0.19 0.11 0.13
H -0.247 -2.900 -3.323 0.19 -0.03 0.03
H 1.094 -3.167 -0.546 -0.15 0.12 -0.26
H 1.579 -4.129 -1.933 -0.11 -0.01 -0.06
H -0.068 -4.264 -1.314 0.10 -0.02 0.12
C -1.906 -1.927 -1.373 0.74 -0.25 -0.16
C -2.537 -2.925 -2.318 -0.30 0.05 -0.08
H -2.510 -1.012 -1.312 0.13 -0.16 -0.08
H -1.774 -2.319 -0.354 -0.08 -0.05 -0.24
H -2.735 -2.465 -3.296 0.13 -0.09 0.22
H -3.495 -3.243 -1.896 0.13 0.03 -0.07
H -1.917 -3.817 -2.451 -0.23 0.16 0.08
C -3.451 0.531 -5.262 0.32 -0.17 -0.03
C -2.243 -1.334 -6.170 -0.01 0.32 0.19
C -4.644 0.259 -4.373 -0.11 -0.07 -0.05
H -3.777 0.523 -6.317 0.22 0.10 0.28
H -3.013 1.513 -5.047 -0.20 -0.12 -0.04
H -5.082 -0.715 -4.615 0.04 0.18 0.18
H -5.398 1.029 -4.557 -0.03 -0.06 0.08
H -4.375 0.289 -3.312 0.00 -0.07 -0.14
C -3.445 -2.233 -6.377 -0.07 -0.11 -0.10
H -1.339 -1.919 -5.955 -0.25 0.12 -0.01
H -2.065 -0.746 -7.087 0.10 -0.19 0.19
H -3.751 -2.732 -5.448 0.10 0.11 -0.21
H -3.182 -2.996 -7.114 -0.12 0.00 0.04
H -4.293 -1.664 -6.776 0.09 -0.18 0.13
H -0.674 -0.066 -3.602 0.34 0.98 0.02
Sm 0.182 0.376 -0.680 0.83 -0.38 -0.29
C -0.258 0.966 -3.541 -0.02 -0.35 0.15
Si 0.443 1.522 -5.217 0.16 0.05 -0.25
H -1.041 1.647 -3.171 0.12 -0.02 -0.07
H 0.654 0.989 -2.896 -0.35 0.00 -0.55
C 1.206 0.026 -6.066 0.09 0.03 0.16
C 1.686 2.895 -4.876 0.00 -0.12 0.02
C -0.780 2.296 -6.394 -0.26 -0.12 -0.02
C 2.455 0.279 -1.563 -0.20 0.05 -0.19
Si 3.174 1.240 -0.137 1.26 -0.65 -0.94
H 2.827 0.659 -2.536 -0.16 -0.03 0.51
H 2.761 -0.782 -1.528 -0.11 0.18 0.19
C 4.152 2.698 -0.786 -0.17 0.24 0.08
C 4.402 0.209 0.840 -0.03 0.04 0.38
C 1.816 1.879 1.019 -0.36 0.20 0.33
H -0.244 2.565 -7.315 -0.13 0.01 0.21
H -1.194 3.211 -5.954 -0.02 -0.08 -0.17
H -1.607 1.628 -6.663 0.25 0.21 -0.03
H 2.090 -0.336 -5.520 -0.18 0.02 -0.18
H 1.517 0.305 -7.083 -0.02 -0.11 0.26
H 0.483 -0.799 -6.146 0.24 0.26 0.02
H 2.278 2.735 -3.965 -0.05 0.04 -0.23
H 1.140 3.846 -4.776 0.22 -0.20 -0.01
H 2.373 2.984 -5.730 -0.11 0.08 0.24
H 4.828 -0.583 0.208 -0.13 0.21 0.14
H 3.965 -0.253 1.734 0.17 0.03 -0.14
H 5.224 0.870 1.153 -0.19 -0.29 0.05
H 1.312 1.109 1.631 0.13 0.20 -0.13
H 1.051 2.538 0.556 0.23 0.02 0.15
H 2.351 2.518 1.731 -0.20 0.00 -0.04
H 4.963 2.938 -0.083 -0.24 0.09 -0.24
H 3.521 3.584 -0.919 0.21 0.01 -0.08
H 4.593 2.430 -1.755 -0.05 0.11 0.24
S -0.095 -1.969 3.559 0.40 -0.26 -0.27
C 1.412 -2.497 2.916 0.02 0.54 -0.87
C 1.630 -1.995 1.635 -0.34 -0.49 1.16
C 0.548 -1.207 1.154 -0.19 0.54 -0.57
C -0.459 -1.101 2.090 0.41 -0.47 0.43
C -1.677 -0.318 1.956 -0.36 0.79 -0.65
C -2.740 -0.333 2.874 0.09 0.02 -0.14
C -3.865 0.449 2.638 0.42 -0.09 -0.21
C -3.899 1.284 1.512 0.17 0.22 -0.44
C -2.800 1.309 0.656 0.19 -0.86 0.76
N -1.729 0.497 0.848 -0.78 0.19 1.08
H 2.085 -3.125 3.493 -0.24 0.15 -0.02
H 2.545 -2.194 1.073 -0.29 0.01 0.22
H -2.646 -0.969 3.757 -0.22 0.22 -0.28
H -4.706 0.412 3.327 0.17 0.06 -0.16
H -4.760 1.911 1.285 0.22 -0.14 0.19
H -2.732 1.978 -0.210 -0.26 -0.22 0.27
```
Positions in Å, forces in eV/Å.

Summary:
2S+1	6
electronic energy	-2822.1462	Ha
gap between HOMO and LUMO (spin up / spin down)	7.58 / 7.58	eV
net charge	+1
HOMO (spin up / spin down)	-10.539 / -10.514	eV

---

(5)
Here is a structure of composition C23H49F3NbO7S5 in a non-equilibrium geometry from the Open Molecules 2025 dataset. Energies are from ωB97M-V/def2-TZVPD.

The geometry in XYZ format:
```
88
Properties=species:S:1:pos:R:3:forces:R:3
C -2.995 3.217 1.907 0.06 0.23 0.61
O -4.355 2.983 1.443 1.16 -1.39 0.86
C -4.722 1.573 1.630 0.11 -0.61 -1.41
C -3.912 0.603 0.598 -0.37 0.64 1.60
C -4.678 -0.802 0.524 -0.76 0.36 -0.54
C -4.453 -1.636 -0.835 -1.56 -0.22 0.35
Nb -2.291 -1.966 -1.454 -1.36 -0.54 0.72
S -1.829 -3.444 0.568 -0.53 -0.20 0.17
C -2.566 -0.542 -3.220 0.62 -0.50 -0.36
O -3.546 0.497 -2.879 -0.30 1.41 -2.65
C -3.800 1.322 -4.006 -0.25 1.68 -1.79
C -4.591 0.793 -5.237 1.57 3.92 0.16
C -4.764 1.773 -6.423 1.40 0.93 2.23
C -4.202 3.224 -6.435 0.69 -1.96 3.32
C -3.460 3.724 -5.177 -1.09 -3.38 0.32
C -3.264 2.769 -3.973 -1.66 -1.03 -2.76
C -2.884 -3.784 -2.712 0.56 -1.74 -0.76
C -1.787 -4.257 -3.791 -2.34 -0.36 -0.55
O -0.985 -3.200 -4.358 -0.86 -1.15 0.06
C -2.546 -4.960 -5.051 1.04 -0.06 0.02
F -3.063 -6.244 -4.738 0.83 2.66 -0.96
F -3.598 -4.164 -5.584 2.17 -1.91 0.86
F -1.568 -5.126 -6.088 -2.51 -0.09 1.54
H -3.067 3.944 2.804 0.31 -0.85 -1.47
H -2.339 3.649 1.061 -1.07 -0.67 1.37
H -2.512 2.260 2.319 -0.64 1.34 -0.79
H -5.843 1.514 1.374 1.70 0.13 0.67
H -4.480 1.207 2.685 -0.63 0.68 -1.11
H -3.844 1.169 -0.388 -0.11 -1.08 1.11
H -2.859 0.501 1.063 -1.59 -0.10 -1.15
H -4.470 -1.464 1.431 0.00 0.99 -1.19
H -5.810 -0.551 0.564 1.62 -0.36 0.11
H -5.131 -1.188 -1.662 1.14 -0.54 1.20
H -4.902 -2.690 -0.639 0.66 1.41 -0.28
H -0.550 -2.302 -1.957 0.01 0.09 0.01
H -1.644 -0.588 -0.481 0.67 0.07 -0.33
H -2.886 -4.323 0.753 0.61 0.81 -0.43
H -2.914 -1.104 -4.166 0.46 0.81 1.27
H -1.550 -0.072 -3.445 -1.36 -0.51 0.14
H -5.007 -0.274 -5.221 0.70 1.86 -0.17
H -5.334 1.433 -7.348 0.86 0.42 1.43
H -4.311 3.929 -7.330 0.04 -1.37 1.45
H -3.021 4.782 -5.061 -0.87 -1.84 -0.48
H -2.719 3.115 -3.034 -0.85 -0.59 -1.51
H -3.013 -4.668 -1.975 0.11 1.35 -1.09
H -3.925 -3.598 -3.164 1.50 -0.12 0.38
H -1.168 -5.098 -3.308 -0.46 1.61 -0.97
H -1.510 -2.654 -4.991 0.48 -0.52 0.91
C 2.238 -0.568 2.710 0.10 0.05 0.13
S 2.280 -0.905 0.937 -0.57 -0.12 -0.04
O 0.874 -1.119 0.487 0.74 0.12 0.25
C 3.057 -2.529 1.080 0.11 -0.14 0.08
H 1.752 0.395 2.867 -0.03 -0.07 -0.17
H 1.673 -1.348 3.224 -0.02 -0.01 -0.13
H 3.258 -0.527 3.097 -0.02 -0.05 -0.05
H 2.439 -3.184 1.697 -0.06 0.09 -0.05
H 4.049 -2.421 1.523 -0.04 0.07 0.02
H 3.152 -2.956 0.081 -0.10 0.13 0.03
C 2.492 0.254 -5.380 0.05 0.17 0.04
S 1.527 -1.236 -5.040 -0.32 -0.13 0.21
O 0.119 -0.809 -4.807 0.60 0.33 -0.36
C 2.265 -1.573 -3.427 0.05 0.00 0.12
H 2.168 0.665 -6.337 -0.05 -0.11 0.07
H 2.326 0.992 -4.593 -0.06 -0.08 0.00
H 3.551 -0.004 -5.437 -0.04 -0.05 0.00
H 2.113 -0.720 -2.762 -0.13 -0.04 -0.04
H 3.332 -1.769 -3.549 -0.02 0.02 -0.12
H 1.780 -2.453 -3.003 -0.16 0.14 -0.10
C 5.575 -1.942 7.001 0.11 -0.10 -0.01
S 4.493 -0.962 5.938 0.10 0.08 -0.10
O 4.962 -1.145 4.531 0.07 0.02 0.45
C 5.088 0.646 6.503 -0.04 -0.11 -0.03
H 5.402 -2.999 6.790 -0.06 0.11 -0.04
H 6.619 -1.698 6.796 -0.07 0.05 -0.06
H 5.339 -1.739 8.047 -0.05 0.02 -0.06
H 6.162 0.728 6.330 -0.09 -0.02 -0.10
H 4.868 0.762 7.566 -0.06 -0.08 -0.03
H 4.572 1.424 5.941 0.09 -0.15 0.00
C 5.241 5.770 6.032 -0.11 0.02 0.04
S 6.556 4.557 5.788 -0.14 -0.16 -0.09
O 5.907 3.257 5.440 0.19 0.55 0.24
C 7.048 4.469 7.523 -0.04 -0.05 0.12
H 4.758 5.955 5.072 0.12 -0.09 0.03
H 4.505 5.384 6.739 0.07 -0.06 -0.04
H 5.669 6.701 6.406 0.04 -0.06 -0.04
H 6.197 4.165 8.137 -0.01 0.00 -0.10
H 7.416 5.444 7.848 -0.01 -0.03 -0.07
H 7.846 3.732 7.620 -0.06 0.05 -0.12
```
Positions in Å, forces in eV/Å.

Summary:
2S+1	1
electronic energy	-3779.4445	Ha
gap between HOMO and LUMO	5.65	eV
net charge	-1
HOMO	-4.238	eV